# 1
The following is a DFT calculation (ωB97M-V with the def2-TZVPD basis set) of C7CaF21O21S7 as an isolated structure.

```
57
Properties=species:S:1:pos:R:3:forces:R:3
Ca -15.359509 -13.359231 -0.796462 0.331 0.565 0.425
C -17.440966 -9.663028 1.360993 0.459 -0.003 -1.051
F -16.224839 -9.241836 1.710786 0.182 -0.169 -0.042
F -17.803352 -10.586337 2.254850 -0.405 0.099 0.207
F -18.228569 -8.559223 1.498301 -0.571 -0.107 0.351
S -17.572107 -10.287146 -0.427665 0.082 -0.653 0.488
O -17.183848 -9.115801 -1.174234 -0.236 -0.151 0.127
O -16.612818 -11.398087 -0.413097 -1.184 1.245 0.008
O -18.980423 -10.672912 -0.531052 0.991 0.371 0.192
C -16.042931 -16.780941 -4.110038 0.717 0.202 1.163
F -15.958040 -18.102429 -4.383171 -0.462 -0.411 -0.222
F -15.292644 -16.183300 -5.046097 -0.116 0.261 -0.083
F -17.314461 -16.387862 -4.268955 0.143 -0.185 -0.241
S -15.428730 -16.496508 -2.334785 -0.463 0.017 1.648
O -16.500141 -16.993839 -1.490071 0.414 -0.135 -1.251
O -14.184968 -17.221969 -2.237576 -0.232 -0.173 -0.794
O -15.287082 -15.048857 -2.277234 -0.330 -0.636 -1.137
C -15.721024 -11.690608 -5.339487 1.426 -0.825 0.546
F -16.847038 -12.337198 -5.028079 -0.087 0.357 -0.165
F -14.923950 -12.575050 -5.995533 -0.219 -0.184 -0.102
F -15.999740 -10.748463 -6.265765 -0.327 0.304 0.199
S -14.755729 -11.071621 -3.808422 1.404 1.018 0.668
O -13.348576 -10.973783 -4.172913 -0.935 -0.614 -0.772
O -15.331522 -9.753192 -3.635404 -0.709 -0.712 0.065
O -15.002160 -12.117957 -2.816557 -0.517 0.790 -1.051
C -12.469818 -10.111663 1.816900 -0.436 -0.388 -0.934
F -11.674453 -9.004781 1.802937 0.121 -0.200 0.237
F -11.722613 -11.173485 2.149485 0.276 0.325 0.235
F -13.347259 -9.931251 2.813424 -0.175 0.145 0.162
S -13.230933 -10.374673 0.109982 -0.341 -0.339 -0.992
O -14.060595 -9.197475 -0.093902 0.633 -0.606 0.539
O -12.040734 -10.454450 -0.716710 -0.375 0.284 0.731
O -13.944974 -11.650599 0.258399 0.690 1.214 0.455
C -10.638907 -14.083857 0.043630 -0.586 0.251 -0.845
F -11.125484 -14.747371 1.084194 0.359 -0.253 0.429
F -10.419775 -12.825224 0.414417 -0.151 0.149 0.146
F -9.399007 -14.569399 -0.258777 -0.054 -0.416 0.138
S -11.786195 -14.212933 -1.450701 -0.656 0.500 -1.910
O -11.482545 -15.504573 -2.061059 0.497 0.509 0.823
O -13.163121 -14.141182 -0.968524 1.684 0.009 0.500
O -11.350412 -13.051473 -2.214371 0.082 -0.921 0.591
C -19.124316 -14.077109 1.725128 0.607 0.337 -1.506
F -19.956530 -14.947086 2.321932 -0.031 -0.216 0.603
F -19.704362 -12.870639 1.807897 -0.129 0.038 0.174
F -17.966070 -14.002620 2.372064 -0.246 -0.330 0.443
S -18.871166 -14.589668 -0.074997 -0.213 0.118 -0.893
O -20.011220 -13.953255 -0.719538 0.343 0.243 0.191
O -17.551614 -14.061892 -0.417823 -1.230 -0.223 0.416
O -18.976696 -16.023759 -0.091338 0.059 -0.284 0.602
C -13.489292 -16.818539 2.140968 -0.499 2.140 0.456
F -13.554469 -18.074605 2.610471 -0.106 -0.509 -0.371
F -12.722156 -16.155471 3.053734 0.205 -0.133 0.023
F -12.843040 -16.755105 1.000122 0.058 -0.825 -0.398
S -15.178457 -15.929972 2.074582 -0.547 0.308 -0.371
O -15.049891 -14.803190 1.144431 0.324 -1.247 0.519
O -16.084776 -16.990469 1.682953 0.540 0.322 0.218
O -15.281486 -15.476296 3.446867 -0.060 -0.272 0.412
```
Positions in Å, forces in eV/Å.

Summary:
Total charge: -5
Spin multiplicity: 1
F_max: 2.24 eV/Å
ΔE to the lowest compared entry with this formula, charge and spin: 0.000 eV
HOMO energy: 2.83 eV

# 2
The following is a DFT calculation (ωB97M-V with the def2-TZVPD basis set) of a 14-piece molecular cluster, C33H62BCl4N4O37 overall.

```
141
Properties=species:S:1:pos:R:3:forces:R:3
O 0.709091 -3.340472 2.041472 0.252 -0.446 -0.041
C 0.464927 -2.347869 1.428343 -0.582 0.508 0.746
O 0.881489 -1.125158 1.734043 0.168 -0.047 -0.297
B 0.296264 -0.151240 0.791693 -0.094 0.052 0.544
O -0.573173 -0.945640 -0.083054 -0.312 0.323 -0.122
C -0.515841 -2.214860 0.246565 0.883 -0.383 -0.458
O -1.015571 -3.130980 -0.338612 -0.176 -0.030 -0.148
O 1.311732 0.570861 0.038002 0.153 0.203 -0.279
C 1.217543 1.880288 0.253454 -0.235 -0.627 0.798
O 1.936181 2.720992 -0.175965 0.296 0.472 -0.354
C 0.056842 2.083768 1.267185 -0.150 -0.076 -0.466
O -0.448455 0.889994 1.545112 0.089 0.095 -0.149
O -0.329877 3.142373 1.666769 -0.043 0.057 0.200
Cl -3.956390 3.399130 2.539661 -0.186 0.222 0.136
C -2.805705 4.484938 3.416053 0.167 -0.378 -0.501
C -2.528490 5.695077 2.553515 0.037 -0.262 -0.165
Cl -1.187534 6.636672 3.258159 0.016 0.035 0.083
H -1.910756 3.873075 3.467519 0.113 0.180 0.334
H -3.219494 4.715916 4.390054 -0.018 -0.013 0.040
H -3.376291 6.364403 2.453132 -0.099 -0.055 0.027
H -2.209234 5.342479 1.574785 0.061 0.208 -0.034
Cl 2.720060 -5.771895 4.689722 0.132 -0.014 0.081
C 0.964796 -5.692109 4.445536 -0.714 -0.392 0.330
C 0.617739 -6.426765 3.171333 1.134 0.676 -0.863
Cl -1.117557 -6.413230 2.833421 -0.166 -0.184 0.161
H 0.668606 -4.648788 4.418706 0.071 0.059 -0.222
H 0.455486 -6.164158 5.287055 0.256 0.029 0.094
H 1.034649 -7.429747 3.125733 -0.403 -0.205 0.398
H 1.110355 -5.898333 2.351274 -0.271 0.069 -0.007
C 0.241130 -0.245874 4.700620 0.700 -0.211 -0.561
N 0.467468 0.053773 6.133050 0.439 -0.168 -0.027
O 0.433837 1.214937 6.482415 -0.246 0.145 0.151
O 0.776735 -0.882455 6.843028 -0.431 0.148 0.160
H 0.837225 -1.129493 4.492363 -0.215 -0.135 -0.038
H 0.646937 0.579149 4.125112 -0.219 0.159 0.062
H -0.804430 -0.401969 4.460588 -0.128 0.065 0.290
C -2.168438 -1.874870 -3.443461 -0.075 -0.155 0.033
N -1.623948 -0.495670 -3.453253 -0.048 -0.049 -0.070
O -0.869443 -0.168041 -4.344574 -0.006 -0.026 0.090
O -1.990350 0.222453 -2.545237 0.054 0.313 0.018
H -1.795050 -2.399700 -4.313637 0.056 -0.003 -0.027
H -3.250654 -1.780915 -3.444278 -0.011 -0.023 -0.017
H -1.870644 -2.339782 -2.504332 0.035 0.044 0.020
C 4.558393 1.131869 -0.068521 -0.068 0.091 0.253
N 5.617200 0.169476 0.337808 0.127 0.070 0.177
O 5.362163 -1.011739 0.221695 -0.013 -0.168 0.032
O 6.665657 0.612245 0.766532 -0.219 0.029 -0.105
H 5.028771 1.905364 -0.664030 -0.106 -0.045 -0.168
H 4.133013 1.588904 0.822164 0.254 -0.042 0.138
H 3.776259 0.567249 -0.551994 0.049 0.088 -0.324
C -2.675860 3.076018 -0.916299 -0.813 1.023 -0.272
N -2.504823 4.429477 -1.543069 0.430 0.001 0.278
O -3.099964 4.643574 -2.573501 -0.221 0.030 -0.048
O -1.762471 5.222302 -0.992941 -0.125 -0.008 0.006
H -2.119719 3.073363 0.011123 0.429 -0.333 -0.198
H -2.454290 2.390583 -1.729308 0.221 -0.384 0.405
H -3.734635 3.056110 -0.654928 0.001 -0.270 -0.163
C 4.032175 -1.526166 8.069434 -0.016 0.218 -0.089
O 3.433578 -1.806052 6.802365 0.109 -0.487 0.148
C 4.132514 -1.488784 5.722741 0.179 0.298 -0.149
O 5.176298 -0.886502 5.700498 0.020 -0.051 -0.013
O 3.465202 -1.935253 4.661378 -0.348 -0.112 0.168
C 3.983729 -1.582105 3.385091 0.072 0.425 -0.348
H 3.675198 -2.294528 8.747681 -0.118 0.060 0.047
H 3.704641 -0.536611 8.385319 0.019 -0.046 0.151
H 5.119064 -1.550262 8.026434 -0.016 -0.007 -0.173
H 3.449613 -2.183358 2.657476 0.091 -0.207 0.064
H 5.060288 -1.728008 3.341713 -0.027 -0.109 -0.047
H 3.760421 -0.533828 3.159832 0.080 -0.029 0.159
C 0.515916 -4.886313 -2.621998 0.126 0.352 -0.119
O 1.925878 -4.883272 -2.898766 -0.031 -0.156 0.028
C 2.263221 -4.478041 -4.114619 0.068 0.158 0.152
O 1.500665 -4.164005 -4.989697 -0.182 -0.226 -0.143
O 3.594135 -4.462992 -4.185828 -0.053 -0.169 0.217
C 4.155863 -4.009464 -5.405804 0.675 0.134 -0.182
H 0.169474 -3.857609 -2.528749 -0.009 -0.035 0.131
H 0.425297 -5.405108 -1.676382 -0.195 -0.031 0.016
H -0.047256 -5.350819 -3.428983 0.097 -0.219 0.069
H 4.437814 -2.957722 -5.321254 -0.313 0.002 0.003
H 3.475199 -4.163786 -6.237659 0.146 -0.102 0.064
H 5.086060 -4.556762 -5.551332 -0.140 -0.199 -0.001
C -7.348763 -3.556200 3.503821 -0.787 0.186 0.038
O -6.390855 -4.178412 2.661184 0.032 0.007 -0.214
C -5.216587 -3.552118 2.528211 0.011 -0.130 -0.120
O -4.857171 -2.576295 3.124444 0.048 0.181 0.194
O -4.507540 -4.206014 1.609004 -0.250 -0.288 0.311
C -3.165408 -3.764644 1.482194 1.001 0.444 -0.364
H -7.045544 -2.560329 3.812028 0.247 -0.098 0.117
H -7.558922 -4.201016 4.355814 0.272 0.049 0.108
H -8.288610 -3.453611 2.954435 0.195 -0.098 -0.171
H -2.527661 -3.988386 2.337762 -0.413 -0.124 0.284
H -3.123167 -2.689582 1.306687 -0.114 -0.137 0.023
H -2.711663 -4.263380 0.631409 -0.404 -0.080 -0.044
C -2.369515 4.020541 -5.505305 0.654 0.872 -0.297
O -1.108664 3.639274 -6.084306 -0.278 -0.019 -0.516
C -0.073228 3.367083 -5.291363 -0.152 -0.354 0.739
O 1.047680 3.264880 -5.680263 0.218 0.220 -0.243
O -0.475561 3.186145 -4.019216 -0.165 0.382 0.003
C 0.530028 3.031811 -3.013052 -0.354 -0.080 0.380
H -2.724925 3.271698 -4.812387 -0.239 0.008 0.031
H -3.033492 4.232686 -6.339971 -0.073 -0.560 -0.090
H -2.229382 4.996609 -5.035761 -0.090 -0.281 0.473
H 0.711388 1.972049 -2.848315 0.306 -0.002 -0.235
H 0.098635 3.435639 -2.095458 0.003 0.108 -0.102
H 1.432475 3.587702 -3.245504 0.092 -0.175 -0.177
C 1.917963 -0.970694 -2.658865 -0.240 0.164 0.024
O 2.244534 0.077449 -3.575438 0.166 0.165 0.367
C 2.324128 -0.119831 -4.888968 -0.056 -0.214 -0.051
O 2.571059 0.763821 -5.650241 0.172 0.014 -0.230
O 2.123167 -1.405515 -5.222017 -0.023 -0.092 0.203
C 2.284879 -1.727702 -6.596497 0.091 0.214 -0.381
H 2.093003 -1.947786 -3.095716 -0.070 -0.035 0.101
H 0.880112 -0.829052 -2.350784 -0.032 -0.236 -0.138
H 2.516674 -0.823400 -1.764842 0.211 -0.040 -0.110
H 2.240669 -2.810898 -6.644264 -0.237 0.301 -0.101
H 3.248087 -1.361237 -6.956885 -0.024 -0.010 0.010
H 1.504440 -1.273370 -7.205635 -0.073 0.024 0.102
C -6.036248 -3.836653 -1.375985 -0.571 -0.404 0.206
O -4.884423 -3.022543 -1.252563 0.430 0.147 -0.135
C -5.002691 -1.902576 -0.528178 -0.176 0.059 0.113
O -6.007029 -1.497234 -0.006810 -0.179 -0.029 0.028
O -3.815647 -1.318952 -0.485700 0.325 -0.037 -0.583
C -3.728477 -0.068782 0.188760 0.670 0.531 0.153
H -6.509972 -3.704305 -2.349259 0.074 0.229 -0.006
H -6.751748 -3.615756 -0.585467 0.023 0.047 -0.060
H -5.735692 -4.879415 -1.289522 0.217 0.092 0.051
H -4.493584 0.633496 -0.136897 -0.409 -0.316 0.372
H -2.783645 0.396760 -0.086730 0.100 -0.450 -0.246
H -3.660067 -0.243468 1.261991 -0.588 0.167 0.070
C 4.052094 9.831950 -0.948516 0.382 0.280 1.389
O 3.223480 8.734260 -1.263089 0.009 -0.293 -0.512
C 2.720698 8.068924 -0.218871 0.040 0.117 0.408
O 2.838219 8.396582 0.936213 0.095 0.022 -0.162
O 2.073906 7.012473 -0.676527 0.207 0.019 -0.056
C 1.439625 6.185499 0.293999 -1.419 -0.647 -0.028
H 4.497887 10.217507 -1.854551 -0.261 0.019 -0.235
H 4.852256 9.542821 -0.254709 -0.036 -0.220 -0.279
H 3.495836 10.580154 -0.376221 -0.090 0.147 -0.445
H 0.964417 6.739087 1.101619 0.427 0.255 0.030
H 2.055259 5.377507 0.678513 0.466 0.276 -0.028
H 0.616844 5.707059 -0.240193 0.156 -0.020 -0.080
```
Positions in Å, forces in eV/Å.

Summary:
Total charge: -1
Spin multiplicity: 1
F_max: 1.58 eV/Å
HOMO energy: -8.33 eV

# 3
The following is a DFT calculation (ωB97M-V with the def2-TZVPD basis set) of C27H27BrN4O12P2Pb as an isolated structure.

```
74
Properties=species:S:1:pos:R:3:forces:R:3
Pb 0.517106 -0.933202 0.924051 -0.049 -0.016 0.174
O 2.703176 -2.114935 -5.471549 -0.010 0.002 0.013
C 2.167092 -1.992652 -4.216514 0.018 -0.011 -0.042
C 0.798642 -2.010728 -4.004732 -0.031 -0.003 0.022
C 0.327911 -1.886055 -2.706270 0.053 -0.035 -0.009
N 1.148715 -1.747262 -1.665083 -0.086 -0.069 -0.070
C 2.464825 -1.720512 -1.877494 -0.018 0.011 0.063
C 3.024041 -1.839935 -3.140924 -0.002 0.014 0.011
C 3.389340 -1.531263 -0.654783 -0.025 -0.022 -0.009
O 4.596493 -1.447170 -0.898973 0.005 -0.001 -0.005
O 2.821326 -1.482253 0.472932 -0.016 -0.043 -0.018
C -1.192083 -1.890313 -2.476550 0.005 0.217 -0.181
O -1.897584 -1.706279 -3.475503 0.033 -0.107 0.041
O -1.563771 -2.058462 -1.282939 0.054 -0.242 0.078
H 1.973926 -2.193884 -6.095298 0.002 0.000 0.002
H 0.074882 -2.101623 -4.805887 0.007 0.000 -0.013
H 4.097993 -1.806663 -3.249995 0.002 0.001 0.000
C -0.737422 4.503217 2.560919 0.006 0.017 0.016
C -1.422475 3.663317 1.519969 -0.005 -0.011 -0.010
C -2.469609 4.127031 0.734869 0.000 0.002 0.003
C -3.061265 3.286735 -0.193005 0.034 0.021 -0.001
C -2.557993 1.997822 -0.301208 -0.122 -0.077 -0.049
Br -3.339890 0.798397 -1.549501 0.062 0.088 -0.006
N -1.565577 1.531872 0.419323 0.070 0.058 -0.027
C -1.016530 2.349715 1.315735 0.018 0.032 -0.004
H -0.966323 5.562280 2.428790 0.003 0.002 -0.007
H 0.344445 4.366593 2.518417 -0.003 -0.011 0.005
H -1.048369 4.210185 3.565877 -0.007 0.002 0.002
H -2.825256 5.146513 0.846543 0.001 0.003 0.001
H -3.878201 3.610219 -0.821536 0.000 -0.003 -0.003
H -0.205115 1.936241 1.905363 -0.036 0.015 -0.005
C -2.324012 -5.502012 1.582616 0.000 -0.005 0.016
C -1.600502 -4.163588 1.439620 -0.020 -0.054 -0.065
O -0.837384 -4.245430 0.240548 0.151 0.128 -0.011
P -2.792843 -2.764935 1.437802 -0.076 0.147 -0.206
O -3.833704 -3.161737 2.570095 0.091 -0.089 0.220
O -3.642980 -2.879446 0.109891 -0.148 -0.168 0.319
O -2.138788 -1.454828 1.630399 0.072 -0.011 0.037
P -0.547552 -3.820483 2.918525 -0.115 -0.083 -0.035
O 0.261167 -5.211689 3.175154 0.018 -0.058 -0.022
O -1.508104 -3.631526 4.051483 -0.022 0.012 -0.062
O 0.491239 -2.804760 2.531519 0.134 0.217 0.095
H -3.109534 -5.588554 0.829504 -0.001 0.013 -0.003
H -2.755002 -5.626952 2.574647 -0.006 0.009 -0.004
H -1.587639 -6.288904 1.416417 -0.009 -0.015 0.016
H -0.906180 -3.426455 -0.291996 -0.085 -0.013 0.007
H -3.260632 -3.320195 3.366353 -0.074 0.054 -0.083
H -3.071477 -2.515903 -0.618222 0.142 0.152 -0.209
H 1.102275 -5.142933 2.708397 0.009 0.024 -0.012
C 2.374249 1.819546 -1.213401 0.044 -0.008 0.007
N 1.928658 1.431452 0.109446 0.027 0.013 0.014
C 2.495665 1.984212 1.110477 -0.005 -0.051 0.053
C 2.196606 1.653722 2.475942 0.035 0.016 -0.033
C 2.632593 2.309204 3.630594 -0.029 -0.022 0.036
C 2.044157 1.625164 4.705716 0.011 0.014 -0.012
C 1.295382 0.589146 4.138121 -0.056 -0.021 -0.012
N 1.378598 0.605179 2.797309 0.052 -0.055 -0.085
C 1.227965 2.341420 -2.044296 -0.001 0.012 0.010
C 0.700636 3.605507 -1.795531 -0.004 -0.015 -0.001
C -0.365922 4.083639 -2.540119 -0.025 0.001 0.016
C -0.929291 3.294347 -3.536164 -0.037 -0.014 0.025
C -0.419842 2.028422 -3.780435 -0.021 -0.027 0.018
C 0.658778 1.560889 -3.041246 0.012 -0.003 -0.010
H 2.807551 0.947044 -1.710104 -0.001 0.013 0.007
H 3.165936 2.582607 -1.152468 -0.012 0.005 -0.004
H 3.264860 2.755250 0.956387 -0.013 0.012 -0.002
H 3.297207 3.161102 3.671043 0.002 0.004 -0.006
H 2.155940 1.834022 5.759514 0.000 0.005 0.001
H 0.708684 -0.169477 4.637096 0.012 -0.011 0.003
H 1.125207 4.209440 -1.000126 -0.002 0.001 0.007
H -0.774246 5.065407 -2.330235 -0.002 0.004 0.003
H -1.783438 3.653549 -4.097544 0.002 0.005 -0.003
H -0.879162 1.383826 -4.519357 -0.007 -0.003 -0.004
H 1.052432 0.568761 -3.228416 -0.002 0.033 0.002
```
Positions in Å, forces in eV/Å.

Summary:
Total charge: -2
Spin multiplicity: 1
F_max: 0.39 eV/Å
ΔE to the lowest compared entry with this formula, charge and spin: 0.000 eV
HOMO energy: -2.66 eV